ORCA calculation (ωB97M-V/def2-TZVPD) on C12H31Br2N3NiO6 as an isolated structure.

ORCA input file:
```
! wB97M-V def2-TZVPD RIJCOSX def2/J DEFGRID3
* xyz 2 3
Ni 3.750 0.027 0.784
C -0.402 -1.042 -1.986
C 0.052 0.337 -2.460
N -0.584 1.463 -1.628
C -0.425 1.194 -0.160
C 0.166 2.764 -1.931
C 0.054 3.252 -3.385
C -2.072 1.631 -1.950
C -2.730 2.918 -1.510
O -2.613 3.032 -0.111
C -3.044 4.316 0.342
H 0.139 -1.798 -2.564
H -1.424 -1.277 -2.272
H -0.189 -1.249 -0.943
H -0.190 0.505 -3.504
H 1.119 0.441 -2.271
H 0.499 0.705 0.154
H -1.188 0.461 0.107
H -0.640 2.070 0.442
H 1.199 2.646 -1.612
H -0.325 3.461 -1.254
H 0.533 4.225 -3.490
H -0.961 3.375 -3.757
H 0.582 2.570 -4.052
H -2.553 0.755 -1.517
H -2.052 1.563 -3.037
H -3.798 2.824 -1.746
H -2.336 3.744 -2.109
H -2.749 5.175 -0.264
H -2.635 4.456 1.342
H -4.136 4.257 0.397
O 2.320 -0.995 1.363
H 1.623 -1.660 1.306
C 2.258 -4.032 0.147
N 1.797 -5.429 -0.090
O 2.174 -5.973 -1.097
O 1.049 -5.896 0.740
H 1.926 -3.834 1.163
H 1.993 -3.395 -0.694
H 3.349 -4.019 0.129
C 3.250 -0.735 4.329
N 3.479 0.706 4.052
O 3.296 1.461 4.951
O 3.838 1.083 2.933
H 3.726 -1.259 3.506
H 2.177 -0.895 4.225
H 3.590 -1.042 5.311
Br -0.258 -3.417 3.522
C -1.832 -3.065 2.391
C -1.383 -2.701 1.000
Br -2.978 -2.306 -0.114
H -2.338 -2.256 2.909
H -2.513 -3.912 2.390
H -0.750 -3.477 0.574
H -0.842 -1.755 0.999
*
```

Orbital gap (spin up / spin down) ... 6.2062 / 5.2289 eV
<S²> ... 2.010
LUMO energy (spin up / spin down) ... -9.06 / -10.04 eV

---

ORCA calculation (ωB97M-V/def2-TZVPD) on C12H32ClN2O2Ti2 as an isolated structure.

ORCA input file:
```
! wB97M-V def2-TZVPD RIJCOSX def2/J DEFGRID3
* xyz 3 7
Ti -11.953 -15.869 13.560
Ti -12.177 -11.008 12.721
Cl -12.656 -13.628 12.241
C -12.094 -14.074 7.042
C -12.334 -15.074 8.178
N -13.753 -15.606 8.245
C -13.844 -16.456 9.493
C -14.716 -14.425 8.355
C -16.167 -14.791 8.469
C -14.132 -16.431 7.036
C -13.216 -17.586 6.686
O -11.976 -17.061 6.268
C -11.006 -18.057 5.971
H -12.467 -13.063 7.176
H -12.415 -14.481 6.084
H -11.006 -14.022 6.964
H -12.196 -14.551 9.126
H -11.658 -15.916 8.116
H -13.845 -15.889 10.425
H -12.962 -17.087 9.405
H -14.738 -17.069 9.436
H -14.443 -13.819 7.491
H -14.306 -13.867 9.202
H -16.304 -15.471 9.313
H -16.551 -15.272 7.573
H -16.788 -13.919 8.668
H -14.175 -15.717 6.214
H -15.146 -16.803 7.162
H -13.657 -18.080 5.811
H -13.067 -18.320 7.487
H -11.368 -18.731 5.186
H -10.765 -18.608 6.881
H -10.133 -17.596 5.516
C -17.990 -13.690 13.103
C -17.286 -12.656 13.959
C -17.877 -12.234 15.303
O -17.004 -11.213 15.749
C -17.506 -10.548 16.912
N -15.832 -13.014 14.239
H -15.248 -12.924 13.397
H -15.423 -12.366 14.929
H -15.624 -13.941 14.625
H -17.862 -14.654 13.599
H -17.701 -13.659 12.056
H -19.059 -13.477 13.103
H -17.141 -11.713 13.424
H -17.800 -13.061 16.022
H -18.913 -11.908 15.215
H -17.519 -11.198 17.788
H -18.495 -10.122 16.731
H -16.833 -9.713 17.098
*
```

Orbital gap (spin up / spin down) ... 6.9892 / 7.6609 eV
<S²> ... 12.002
ΔE to the lowest compared entry with this formula, charge and spin ... 13.1 kcal/mol
LUMO energy (spin up / spin down) ... -8.89 / -9.15 eV

---

ORCA calculation (ωB97M-V/def2-TZVPD) on C12H32CoF4N2O12S4 as an isolated structure.

ORCA input file:
```
! wB97M-V def2-TZVPD RIJCOSX def2/J DEFGRID3
* xyz 0 4
Co 0.372 0.883 -0.586
N 1.026 2.466 0.279
S 2.063 2.807 1.481
O 1.373 3.138 2.726
O 3.487 3.136 1.315
F 2.119 1.305 1.885
S 0.711 4.157 0.198
O 1.762 5.074 -0.269
O -0.280 4.760 1.094
F -0.251 4.077 -1.136
N -0.824 0.521 -2.054
S -2.009 1.275 -2.550
O -3.316 0.570 -2.648
O -1.832 2.382 -3.532
F -2.262 2.176 -1.222
S -0.975 -0.707 -3.273
O -1.215 -0.414 -4.760
O -1.456 -1.944 -2.726
F 0.552 -0.929 -3.413
C 1.879 -2.534 1.799
C 2.075 -1.805 0.459
C 2.256 -2.705 -0.704
O 0.885 -1.063 0.290
H 1.325 -3.467 1.701
H 1.505 -1.850 2.561
H 2.874 -2.888 2.069
H 2.877 -1.069 0.409
H 2.384 -2.120 -1.615
H 1.450 -3.423 -0.860
H 3.194 -3.248 -0.589
H 0.178 -1.699 0.157
C -2.931 1.660 2.100
C -1.522 1.094 2.063
C -1.228 0.144 3.287
O -1.283 0.564 0.771
H -3.334 1.606 3.111
H -3.748 1.155 1.585
H -2.997 2.732 1.911
H -0.874 1.959 2.202
H -0.158 -0.043 3.371
H -1.715 -0.830 3.251
H -1.540 0.555 4.248
H -1.816 -0.234 0.803
C -2.706 -3.892 1.683
C -3.331 -2.853 0.708
C -4.254 -1.860 1.400
O -2.326 -2.044 0.060
H -2.303 -4.764 1.168
H -3.329 -4.199 2.524
H -1.854 -3.512 2.246
H -3.982 -3.433 0.054
H -4.421 -1.100 0.637
H -3.790 -1.248 2.173
H -5.217 -2.298 1.662
H -2.512 -2.026 -0.882
C 4.457 1.373 -1.530
C 3.011 1.510 -2.122
C 2.906 1.619 -3.605
O 2.205 0.479 -1.688
H 4.528 1.024 -0.500
H 4.963 2.334 -1.616
H 5.087 0.667 -2.071
H 2.669 2.453 -1.697
H 3.780 2.099 -4.044
H 1.973 2.143 -3.813
H 2.958 0.614 -4.026
H 2.706 -0.309 -1.910
*
```

Orbital gap (spin up / spin down) ... 9.3512 / 9.0632 eV
<S²> ... 3.756
ΔE to the lowest compared entry with this formula, charge and spin ... 5.4 kcal/mol
LUMO energy (spin up / spin down) ... -1.55 / -1.86 eV

---

ORCA calculation (ωB97M-V/def2-TZVPD) on C12H32N2O5Rb as an isolated structure.

ORCA input file:
```
! wB97M-V def2-TZVPD RIJCOSX def2/J DEFGRID3
* xyz 2 2
Rb -0.356 -1.379 1.039
C 1.948 -2.431 -1.655
O 0.601 -2.085 -1.444
C -0.265 -2.423 -2.542
C -1.602 -1.536 -2.526
N -2.299 -1.800 -1.352
C -3.697 -1.289 -1.375
C -4.332 -1.487 0.006
O -4.255 -0.416 0.878
C -4.197 0.961 0.512
H 2.345 -2.011 -2.580
H 2.033 -3.504 -1.829
H 2.489 -2.007 -0.809
H -0.478 -3.491 -2.508
H 0.329 -2.165 -3.419
H -1.989 -1.741 -3.524
H -1.244 -0.511 -2.621
H -2.310 -2.790 -1.149
H -4.235 -1.952 -2.052
H -3.888 -0.293 -1.773
H -3.866 -2.223 0.661
H -5.382 -1.770 -0.058
H -4.034 1.638 1.352
H -5.140 1.380 0.163
H -3.321 1.049 -0.131
C 4.314 2.212 3.344
O 3.382 1.610 2.434
C 3.946 1.493 1.136
C 3.143 0.386 0.412
N 1.731 0.643 0.535
C 1.392 1.731 -0.430
C -0.077 2.057 -0.331
O -0.350 2.719 0.982
C -1.574 3.328 1.153
H 4.684 3.195 3.055
H 5.314 1.784 3.277
H 3.946 2.355 4.360
H 4.943 1.060 1.210
H 3.917 2.431 0.582
H 3.443 -0.576 0.828
H 3.350 0.159 -0.634
H 1.704 1.116 1.427
H 1.675 1.568 -1.470
H 1.877 2.679 -0.195
H -0.645 1.143 -0.154
H -0.317 2.639 -1.221
H -2.181 2.877 1.938
H -2.260 3.351 0.306
H -1.452 4.396 1.332
O 0.946 -3.660 1.634
H 1.158 -4.236 2.369
H 1.133 -4.186 0.857
*
```

Orbital gap (spin up / spin down) ... 9.2502 / 2.9558 eV
<S²> ... 0.755
LUMO energy (spin up / spin down) ... -5.21 / -11.50 eV

---

ORCA calculation (ωB97M-V/def2-TZVPD) on a 4-piece molecular cluster, C12H32NO8P overall.

ORCA input file:
```
! wB97M-V def2-TZVPD RIJCOSX def2/J DEFGRID3
* xyz 0 1
C -0.977 -1.225 0.385
O -2.409 -1.283 0.447
C -3.048 -1.279 -0.742
O -2.733 -1.957 -1.684
N -4.094 -0.368 -0.762
C -4.943 -0.260 0.430
P -6.442 -1.266 0.309
O -7.503 -0.568 -0.433
O -5.897 -2.614 -0.340
O -6.855 -1.758 1.773
H -0.652 -0.290 0.837
H -0.559 -2.059 0.952
H -0.618 -1.287 -0.642
H -4.630 -0.567 -1.602
H -4.370 -0.471 1.332
H -5.314 0.767 0.519
H -6.450 -3.371 -0.097
H -7.267 -1.051 2.288
C 2.827 1.666 3.086
C 1.345 1.986 3.179
C 0.828 1.863 4.604
O 0.589 1.145 2.302
H 3.012 0.634 3.403
H 3.179 1.766 2.060
H 3.423 2.326 3.714
H 1.169 2.999 2.817
H 0.956 0.839 4.965
H -0.235 2.103 4.649
H 1.365 2.531 5.278
H 0.720 0.235 2.590
C 7.625 0.790 2.426
C 6.727 1.841 1.793
C 7.517 2.813 0.932
O 5.989 2.540 2.795
H 8.362 1.266 3.078
H 7.038 0.100 3.032
H 8.161 0.218 1.667
H 5.969 1.348 1.180
H 8.251 3.348 1.542
H 6.854 3.553 0.483
H 8.050 2.294 0.135
H 6.621 2.995 3.362
C -1.481 -2.485 -5.771
C -2.952 -2.168 -5.996
C -3.254 -0.701 -5.728
O -3.773 -3.004 -5.187
H -1.210 -2.285 -4.730
H -1.282 -3.537 -5.972
H -0.841 -1.879 -6.415
H -3.223 -2.413 -7.024
H -3.027 -0.457 -4.686
H -4.311 -0.492 -5.898
H -2.661 -0.049 -6.370
H -3.563 -2.820 -4.262
*
```

Orbital gap ... 10.1717 eV
SMILES ... COC(=O)NCP(=O)(O)O.CC(C)O.CC(C)O.CC(C)O
LUMO energy ... 0.39 eV

---

ORCA calculation (ωB97M-V/def2-TZVPD) on C12H33AgB2Br2NO5PdS as an isolated structure.

ORCA input file:
```
! wB97M-V def2-TZVPD RIJCOSX def2/J DEFGRID3
* xyz -3 3
Ag -2.505 1.339 0.244
Pd 0.455 1.818 -1.451
O 2.632 2.203 -1.343
C 2.906 3.568 -1.081
C 1.672 4.376 -0.522
O 0.317 4.026 -0.888
H 3.129 4.054 -2.031
H 3.895 3.694 -0.639
H 1.890 5.427 -0.716
H 1.686 4.390 0.568
O -1.840 2.285 -2.014
C -1.678 1.938 -3.395
C -0.744 0.737 -3.890
O 0.584 0.694 -3.379
H -1.344 2.751 -4.041
H -2.665 1.927 -3.857
H -0.833 0.427 -4.931
H -1.260 -0.092 -3.406
B -2.973 3.672 0.779
H -3.081 4.744 0.823
H -1.932 3.419 0.647
H -3.188 3.150 1.699
H -3.588 3.286 -0.018
B -0.228 0.502 0.335
H -0.274 1.563 0.526
H 0.807 0.197 0.343
H -0.752 -0.083 1.075
H -0.626 0.306 -0.648
C 0.842 -2.113 3.798
C 0.199 -1.219 4.786
C -1.037 -0.666 4.165
C -2.082 -1.518 3.434
N -2.856 -2.164 2.900
H 0.163 -2.950 3.631
H 1.759 -2.535 4.210
H 1.046 -1.571 2.875
H 0.808 -0.333 4.966
H -0.162 -1.749 5.667
H -0.841 0.144 3.463
H -1.598 -0.158 4.950
C 1.935 -2.154 -1.171
S 3.314 -2.707 -2.276
O 3.606 -1.461 -3.040
C 4.503 -2.881 -0.860
H 2.095 -1.805 -0.151
H 1.199 -2.959 -1.167
H 1.378 -1.330 -1.617
H 5.229 -3.627 -1.185
H 4.063 -3.173 0.093
H 4.984 -1.916 -0.701
Br -3.746 -1.225 -0.879
C -2.287 -2.648 -1.115
C -2.494 -3.843 -0.170
Br -1.166 -5.224 -0.738
H -1.373 -2.070 -0.979
H -2.134 -2.808 -2.182
H -3.541 -4.082 -0.354
H -2.268 -3.573 0.862
*
```

Orbital gap (spin up / spin down) ... 2.5812 / 2.5380 eV
<S²> ... 2.007
LUMO energy (spin up / spin down) ... 5.23 / 5.23 eV

---

Please write out number 5 again, unchanged.
ORCA calculation (ωB97M-V/def2-TZVPD) on a 4-piece molecular cluster, C12H32NO8P overall.

ORCA input file:
```
! wB97M-V def2-TZVPD RIJCOSX def2/J DEFGRID3
* xyz 0 1
C -0.977 -1.225 0.385
O -2.409 -1.283 0.447
C -3.048 -1.279 -0.742
O -2.733 -1.957 -1.684
N -4.094 -0.368 -0.762
C -4.943 -0.260 0.430
P -6.442 -1.266 0.309
O -7.503 -0.568 -0.433
O -5.897 -2.614 -0.340
O -6.855 -1.758 1.773
H -0.652 -0.290 0.837
H -0.559 -2.059 0.952
H -0.618 -1.287 -0.642
H -4.630 -0.567 -1.602
H -4.370 -0.471 1.332
H -5.314 0.767 0.519
H -6.450 -3.371 -0.097
H -7.267 -1.051 2.288
C 2.827 1.666 3.086
C 1.345 1.986 3.179
C 0.828 1.863 4.604
O 0.589 1.145 2.302
H 3.012 0.634 3.403
H 3.179 1.766 2.060
H 3.423 2.326 3.714
H 1.169 2.999 2.817
H 0.956 0.839 4.965
H -0.235 2.103 4.649
H 1.365 2.531 5.278
H 0.720 0.235 2.590
C 7.625 0.790 2.426
C 6.727 1.841 1.793
C 7.517 2.813 0.932
O 5.989 2.540 2.795
H 8.362 1.266 3.078
H 7.038 0.100 3.032
H 8.161 0.218 1.667
H 5.969 1.348 1.180
H 8.251 3.348 1.542
H 6.854 3.553 0.483
H 8.050 2.294 0.135
H 6.621 2.995 3.362
C -1.481 -2.485 -5.771
C -2.952 -2.168 -5.996
C -3.254 -0.701 -5.728
O -3.773 -3.004 -5.187
H -1.210 -2.285 -4.730
H -1.282 -3.537 -5.972
H -0.841 -1.879 -6.415
H -3.223 -2.413 -7.024
H -3.027 -0.457 -4.686
H -4.311 -0.492 -5.898
H -2.661 -0.049 -6.370
H -3.563 -2.820 -4.262
*
```

Orbital gap ... 10.1717 eV
SMILES ... COC(=O)NCP(=O)(O)O.CC(C)O.CC(C)O.CC(C)O
LUMO energy ... 0.39 eV